A | One molecule with the formula C4H7N3O, computed with ωB97M-V with the def2-TZVPD basis set.

Geometry as XYZ:
```
15
Properties=species:S:1:pos:R:3
H -2.05 0.85 -2.07
H 2.19 -2.27 0.24
C -1.76 0.39 -1.12
H 1.81 -0.82 -0.60
O 0.57 0.50 -1.78
H 0.52 2.14 1.89
N 1.51 -1.53 0.07
N 0.21 -0.02 1.44
C 0.67 -1.18 1.08
N 0.29 2.19 0.89
H -1.98 -0.68 -1.14
C 0.11 0.97 0.53
H -2.34 0.86 -0.33
H 0.55 -2.00 1.80
C -0.29 0.58 -0.91
```

As for the SMILES: [H]/N=C(\N=C/N)C(C)=O. The value obtained for the gap between HOMO and LUMO is 9.795 eV. The HOMO energy comes out at -9.21 eV.


B | C4H7N3O as an isolated structure, computed with ωB97M-V with the def2-TZVPD basis set.

Geometry as XYZ:
```
15
Properties=species:S:1:pos:R:3
N 0.76 -0.28 -0.38
C -0.82 0.91 1.10
C -1.24 -1.35 -0.10
H -1.60 -1.70 -1.06
H 0.24 -1.59 -2.15
N -0.55 0.00 -0.02
H -1.85 0.77 1.44
O 1.04 2.86 -0.33
H 2.05 2.23 1.57
C 1.23 2.39 0.88
H 0.01 -1.98 0.16
C 0.89 -0.93 -1.61
H 1.94 -1.25 -1.81
N 0.08 1.80 1.54
H -2.17 -1.88 0.76
```

The value obtained for the gap between HOMO and LUMO is 8.977 eV. The HOMO energy comes out at -9.24 eV.


Which is most stable, and by how much? A, by 6.324 eV.